DFT (ωB97M-V with the def2-TZVPD basis set) results for a structure of composition CH7NO2P2S at a distorted geometry.

Calculated values
- Largest force on an atom: 0.079 hartree/bohr
- Gap between HOMO and LUMO: 9.46 eV
- ΔE to the lowest compared entry with this formula, charge and spin: 1.708 eV
- Total energy: -36145.1732 eV
- LUMO level: 0.5496 eV

XYZ file:
```
14
Properties=species:S:1:pos:R:3:forces:R:3
H -0.758 1.731 -2.051 -0.6514 1.1568 -0.7837
N -0.783 -0.140 0.558 0.3703 1.8367 -0.8931
H -2.050 -0.702 2.389 -0.8952 -1.7577 0.3561
O 1.545 -0.175 -0.342 -2.2201 1.6621 -0.1983
H 0.969 -1.563 1.439 -0.0678 -0.6062 -0.5705
O 0.406 2.137 0.055 0.6548 0.6038 0.2114
P -1.464 0.448 2.044 3.0160 1.1516 0.7334
H 2.524 -2.049 0.156 -1.4522 -0.2277 -0.3127
C -0.415 0.736 -2.016 -0.3925 -1.9568 0.1677
S 0.149 0.785 -0.283 -0.1892 -4.0742 -0.2505
H 0.313 0.481 -2.797 0.3458 0.4953 0.7087
P 1.036 -1.795 0.013 2.5618 0.2459 1.3585
H -0.232 0.124 3.017 -1.8279 0.5090 -1.2889
H -1.240 -0.019 -2.182 0.7475 0.9614 0.7619
```
Positions in Å, forces in eV/Å.

DFT (ωB97M-V with the def2-TZVPD basis set) results for a structure of composition C5H6O2 at a distorted geometry.

Calculated values
- Largest force on an atom: 0.129 hartree/bohr
- Gap between HOMO and LUMO: 10.59 eV
- ΔE to the lowest compared entry with this formula, charge and spin: 4.217 eV
- Total energy: -9372.8785 eV
- LUMO level: 0.4802 eV

XYZ file:
```
13
Properties=species:S:1:pos:R:3:forces:R:3
H 2.379 -1.454 0.285 -1.9814 1.5165 -1.2860
C 1.585 -0.712 -0.201 0.2963 -1.2595 -2.9141
C 0.827 1.088 0.082 -2.3471 4.8382 3.2788
H -1.617 1.387 -0.659 -2.6397 -1.7978 0.4083
C 0.284 -0.188 0.610 2.7749 -0.0283 -3.2036
C -2.102 0.348 -0.345 6.1546 2.0376 -0.4373
C -1.072 -0.415 0.086 -1.9327 -1.0211 1.8791
H 1.289 -0.833 -1.430 0.8877 -0.8750 3.6591
H 0.497 -0.431 1.637 -0.4304 0.3780 0.5374
H -2.936 -0.250 -0.480 -2.1838 0.0785 -0.6232
H -1.387 -1.343 0.501 -0.4518 -1.3012 -0.2574
O 2.150 0.653 -0.278 -3.2507 1.2886 0.7925
O 0.103 2.150 0.191 5.1041 -3.8546 -1.8336
```
Positions in Å, forces in eV/Å.

DFT (ωB97M-V with the def2-TZVPD basis set) results for a structure of composition C19H41N2O3PtSSi3 at a distorted geometry.

Calculated values
- Largest force on an atom: 0.047 hartree/bohr
- Gap between HOMO and LUMO: 2.92 eV
- ΔE to the lowest compared entry with this formula, charge and spin: 4.728 eV
- Total energy: -67178.1757 eV
- LUMO level: -13.2155 eV
- Net charge: +3

XYZ file:
```
70
Properties=species:S:1:pos:R:3:forces:R:3
H -1.431 0.537 1.502 0.0584 0.1016 0.2351
C -0.082 -1.820 0.374 0.9800 -0.7344 -0.3396
C -0.018 -4.826 -0.472 0.0650 0.6310 0.0025
C -0.759 3.874 -1.376 0.3500 -0.3980 -0.2306
H 4.982 0.678 -1.835 0.0350 0.1969 0.1379
H 0.200 3.009 -4.493 0.0365 -0.1196 -0.1272
H 1.780 -0.351 4.340 0.0339 -0.0034 -0.0356
C -1.524 -2.287 3.199 0.7937 0.5200 -0.6621
C 2.692 -3.124 0.028 -0.7337 -0.2305 -0.3005
H 0.656 -5.650 -0.695 0.2858 -0.0200 -0.0257
H 0.069 0.124 4.322 -0.0694 0.0491 -0.0534
H -1.115 -0.323 -2.398 0.0723 0.0763 -0.1518
N -2.378 5.658 -1.039 0.5364 -0.9741 -0.4550
C 0.487 1.858 -2.716 0.3691 -0.3697 -1.0208
H -4.873 7.305 -0.064 0.3688 -0.1238 -0.1159
C -1.968 -0.896 -2.051 0.3265 -0.4165 0.9003
H -2.864 -0.307 -2.221 -0.1927 0.1691 0.1183
H -3.127 0.097 1.432 -0.1805 -0.0159 0.2164
H 1.285 1.161 3.545 -0.0437 -0.0094 0.0773
H -0.294 2.680 0.350 -0.0775 0.1401 -0.0917
C 1.286 -3.411 2.963 -0.3924 0.8577 -0.6616
Si -1.893 -1.352 -0.191 -1.2047 1.6522 -0.7049
H -2.446 1.093 0.171 -0.0404 0.1123 -0.1765
H 2.840 -2.264 0.676 0.0370 0.1403 0.1559
H 1.790 -3.000 -3.007 0.2379 -0.0683 -0.0531
S 3.248 0.966 -0.223 -0.9814 -0.5312 -0.2132
H -1.950 -3.258 2.969 -0.0007 -0.2625 -0.0793
H 3.426 -3.090 -0.773 0.0340 0.0175 -0.2219
Si 0.913 -3.186 -0.684 0.5472 0.5507 -0.5553
C -3.192 -2.704 0.097 0.6117 -0.2381 0.4025
C 0.034 2.954 -3.430 0.0833 -0.2298 0.3409
H -2.264 -1.526 2.979 -0.1567 0.1388 -0.0321
H -1.345 -2.270 4.272 0.1212 -0.0204 0.1721
H 0.079 -2.696 -3.021 -0.2523 0.0588 -0.0853
H -2.062 -1.786 -2.662 0.0580 -0.1948 -0.1612
H 1.179 -4.344 2.424 -0.0285 -0.2710 -0.1106
C -0.620 3.976 -2.757 0.0519 -0.2551 0.3323
H -2.848 -3.688 -0.199 0.1257 -0.1751 -0.0991
H -0.848 -4.902 -1.168 -0.1151 0.1239 -0.1295
N 0.344 1.756 -1.393 0.2032 -1.3692 1.1687
C -0.239 2.750 -0.733 -0.4658 0.6910 0.7292
H -3.541 -2.770 1.121 0.1099 0.1051 0.2303
O 0.832 -0.549 2.513 0.1205 0.3452 -1.4651
C -3.020 6.689 -0.280 1.0547 1.6724 1.3543
C 4.059 0.143 -1.618 -0.3020 -0.1675 0.0370
H 1.184 -1.431 -2.492 0.0643 0.1974 -0.0381
H 4.284 -0.889 -1.367 -0.0235 -0.0669 0.0466
H 1.011 -3.604 3.997 -0.1982 0.0393 0.1369
H -2.614 7.682 -0.580 -0.2263 -0.4525 -0.0368
H 4.340 -0.675 1.174 0.0162 -0.0672 -0.0414
C -2.239 0.257 0.831 0.2287 -0.7102 -0.5580
O -4.371 6.597 -0.495 -1.0808 -0.4050 -0.2966
H -0.406 -4.985 0.530 -0.0006 0.0104 0.1843
H -4.057 -2.472 -0.521 0.0396 0.3745 -0.2836
H 2.916 -4.014 0.606 0.0411 -0.1205 0.1893
Pt 0.857 -0.040 -0.090 0.6265 0.9691 0.1228
H -2.848 5.384 -1.893 0.1706 0.0313 0.1087
O -0.899 5.167 0.594 0.6550 -0.4537 0.3395
C 0.989 -2.504 -2.467 -0.1169 -0.5454 0.7253
H -2.717 6.555 0.779 -0.2660 -0.0664 -0.4804
H 3.928 0.825 2.053 -0.0397 0.0707 0.0382
Si 0.139 -2.034 2.307 -0.8321 -1.2529 1.2954
C 4.310 0.410 1.125 -0.5379 -0.2784 0.2892
C 0.998 0.133 3.754 0.2405 0.4371 0.5607
H 3.410 0.193 -2.488 -0.0543 0.0626 -0.0310
C -1.341 4.955 -0.510 -1.3421 0.8039 -0.1659
H 2.331 -3.122 2.955 0.1882 0.0330 -0.0934
H -0.982 4.836 -3.300 -0.0401 0.1334 -0.0004
H 0.985 1.047 -3.228 -0.0083 -0.0823 -0.0127
H 5.312 0.796 0.945 0.0263 0.1869 -0.2515
```
Positions in Å, forces in eV/Å.

LUMO level of number 3 (C19H41N2O3PtSSi3)?
-13.2155 eV